Below is an isolated ion of composition C5H11N2 and charge +1, with properties calculated with ωB97M-V with the def2-TZVPD basis set.

SMILES = C/C=C/[C@@H]1[NH2+][C@H]1N
calculated total energy = -306.3430 a.u.
E_LUMO = -2.973 eV
net charge = +1
ΔE to the lowest compared entry with this formula, charge and spin = 1.100 eV
E_HOMO = -13.81 eV
largest force on an atom = 1.0 eV Å⁻¹

Geometry (Å):
1 N 1.757 0.635 0.757
2 N 1.140 -1.596 1.891
3 C -1.162 0.007 -1.016
4 C 0.951 -0.793 0.836
5 C -0.527 0.914 -0.287
6 C -2.026 0.328 -2.176
7 C 0.282 0.512 0.882
8 H -1.944 1.373 -2.459
9 H 0.902 -1.292 2.822
10 H -3.064 0.111 -1.927
11 H -1.115 -1.040 -0.746
12 H -1.765 -0.303 -3.024
13 H 2.283 0.981 1.553
14 H 1.781 -2.371 1.825
15 H 1.074 -1.251 -0.139
16 H -0.596 1.971 -0.495
17 H 2.120 0.949 -0.139
18 H -0.092 0.865 1.841

Charges per atom according to natural (NBO) partitioning, unit e: -0.62, -0.78, -0.08, 0.18, -0.28, -0.66, -0.09, 0.23, 0.41, 0.25, 0.20, 0.24, 0.43, 0.42, 0.24, 0.23, 0.43, 0.25


Below is an isolated ion of composition C5H11N2 and charge +1 at a distorted geometry, with properties calculated with ωB97M-V with the def2-TZVPD basis set.

SMILES = C=C(NC)[N+](=C)C
calculated total energy = -306.3205 a.u.
E_LUMO = -5.231 eV
net charge = +1
ΔE to the lowest compared entry with this formula, charge and spin = 1.714 eV
E_HOMO = -12.82 eV
largest force on an atom = 1.9 eV Å⁻¹

Geometry (Å):
1 N 0.697 -0.229 -1.275
2 N -1.135 -0.148 0.375
3 C 2.103 -0.331 -1.574
4 C -2.007 -0.899 -0.204
5 C 0.220 0.168 -0.048
6 C 1.039 0.792 0.828
7 C -1.542 0.464 1.629
8 H 2.548 0.622 -1.869
9 H 2.222 -1.039 -2.392
10 H -2.603 0.298 1.802
11 H 2.012 1.100 0.494
12 H -1.765 -1.416 -1.121
13 H 0.089 -0.167 -2.076
14 H -0.993 0.012 2.455
15 H -2.992 -1.029 0.213
16 H -1.353 1.536 1.613
17 H 2.632 -0.724 -0.706
18 H 0.829 0.990 1.856

Charges per atom according to natural (NBO) partitioning, unit e: -0.61, -0.23, -0.41, 0.10, 0.29, -0.42, -0.43, 0.20, 0.23, 0.23, 0.24, 0.23, 0.40, 0.25, 0.23, 0.25, 0.22, 0.22


Below is an isolated ion of composition C5H11N2 and charge +1 at a distorted geometry, with properties calculated with ωB97M-V with the def2-TZVPD basis set.

SMILES = C=NC(=C)CC[NH3+]
calculated total energy = -306.2780 a.u.
E_LUMO = -3.410 eV
net charge = +1
ΔE to the lowest compared entry with this formula, charge and spin = 2.871 eV
E_HOMO = -12.98 eV
largest force on an atom = 5.6 eV Å⁻¹

Geometry (Å):
1 N 0.861 1.187 1.879
2 N 0.931 -0.058 -1.005
3 C 1.550 0.002 -2.131
4 C -0.480 0.323 1.715
5 C -1.092 0.091 0.146
6 C -0.330 -0.631 -0.806
7 C -0.962 -1.611 -1.522
8 H -2.076 -0.374 0.339
9 H -1.446 1.019 -0.207
10 H 1.086 1.252 0.836
11 H -0.715 -2.349 -2.258
12 H -1.981 -1.925 -1.030
13 H 2.407 0.656 -2.093
14 H 0.784 2.158 2.348
15 H 1.531 0.661 2.423
16 H -0.299 -0.750 1.951
17 H 1.289 -0.492 -3.076
18 H -1.058 0.840 2.490

Charges per atom according to natural (NBO) partitioning, unit e: -0.75, -0.51, 0.04, -0.22, -0.42, 0.06, -0.35, 0.26, 0.23, 0.48, 0.23, 0.21, 0.19, 0.45, 0.44, 0.24, 0.19, 0.23